# 1
Formula: C17H23Cl20IO3
Source: the Open Molecules 2025 dataset
Level of theory: ωB97M-V/def2-TZVPD

Summary:
HOMO energy, eV: -9.40

Each line ends with the Löwdin charge.
Cartesian coordinates (Å):
C: 1.004 -1.812 3.059  0.104
C: 0.018 -1.174 2.839  -0.118
C: -1.263 -0.514 2.582  -0.176
C: -2.405 -1.485 2.530  -0.190
C: -3.696 -1.276 2.783  -0.561
I: -4.616 0.501 3.325  0.998
C: -4.405 -2.587 2.583  -0.469
O: -5.363 -3.043 3.104  0.175
O: -3.590 -3.273 1.682  0.085
C: -2.297 -2.949 2.144  -0.423
O: -1.418 -3.732 2.207  0.191
H: 1.776 -2.506 3.288  0.035
H: -1.215 0.020 1.627  0.032
H: -1.412 0.207 3.386  0.047
C: -2.105 -3.283 -1.470  -0.975
Cl: -3.175 -3.017 -2.854  0.509
Cl: -1.613 -1.756 -0.729  0.551
H: -2.630 -3.875 -0.728  0.025
H: -1.216 -3.800 -1.810  -0.031
C: -1.648 3.118 5.576  -1.002
Cl: -2.134 1.419 5.645  0.485
Cl: -0.593 3.440 4.195  0.514
H: -2.541 3.725 5.478  0.023
H: -1.115 3.364 6.486  0.025
C: 2.366 -3.650 -1.510  -1.027
Cl: 1.246 -5.020 -1.637  0.532
Cl: 1.521 -2.105 -1.384  0.485
H: 2.972 -3.785 -0.621  0.027
H: 2.986 -3.632 -2.398  -0.067
C: -3.555 -3.637 -6.927  -1.025
Cl: -2.371 -2.623 -7.759  0.500
Cl: -4.579 -2.703 -5.832  0.482
H: -4.187 -4.109 -7.669  0.022
H: -3.024 -4.382 -6.346  0.023
C: 4.790 -1.380 -4.290  -1.010
Cl: 5.066 -2.611 -3.050  0.566
Cl: 3.085 -0.901 -4.416  0.489
H: 5.383 -0.517 -4.024  -0.052
H: 5.100 -1.776 -5.249  0.030
C: 5.319 3.452 -3.738  -1.040
Cl: 4.790 1.837 -4.246  0.548
Cl: 7.074 3.542 -3.547  0.501
H: 5.015 4.167 -4.494  0.027
H: 4.855 3.675 -2.780  -0.100
C: 4.608 6.311 -0.836  -0.981
Cl: 4.477 4.547 -0.768  0.576
Cl: 5.490 6.858 -2.265  0.523
H: 3.607 6.725 -0.867  0.027
H: 5.134 6.648 0.049  0.027
C: -7.480 2.707 5.463  -1.003
Cl: -8.040 1.037 5.511  0.513
Cl: -6.446 3.023 4.056  0.414
H: -8.340 3.363 5.401  0.026
H: -6.907 2.909 6.360  0.027
C: -1.343 1.597 -2.125  -1.014
Cl: -1.218 3.299 -2.582  0.514
Cl: -1.516 1.392 -0.376  0.522
H: -2.214 1.168 -2.606  0.029
H: -0.442 1.084 -2.441  0.023
C: 4.938 -0.575 2.648  -1.031
Cl: 3.780 -0.393 1.330  0.506
Cl: 5.404 0.981 3.348  0.500
H: 4.482 -1.177 3.425  0.016
H: 5.828 -1.058 2.263  0.022

---

# 2
Formula: C17H23ClN2O4S
Source: the Open Molecules 2025 dataset
Level of theory: ωB97M-V/def2-TZVPD

Summary:
Relative energy (zero: lowest compared OMol25 entry of this formula, charge and spin), kJ/mol: 40.7
Structure (SMILES): O=C(NC1CCCCC1)c1cc(S(=O)(=O)N2CCOCC2)ccc1Cl
HOMO energy, eV: -9.20

Each line ends with the Löwdin charge.
Cartesian coordinates (Å):
O: -1.541 -1.680 -1.374  0.064
C: -1.185 -1.193 -0.323  -0.481
N: -1.918 -0.329 0.405  0.109
H: -1.553 0.019 1.278  0.151
C: -3.238 0.122 0.012  -0.313
C: -3.242 1.645 -0.196  -0.138
C: -4.636 2.239 0.037  -0.201
C: -5.710 1.245 -0.393  -0.205
C: -5.692 0.012 0.519  -0.189
C: -4.284 -0.273 1.054  -0.148
H: -4.102 0.296 1.968  0.117
H: -4.183 -1.332 1.295  0.118
H: -6.055 -0.852 -0.039  0.109
H: -6.367 0.163 1.363  0.108
H: -6.694 1.716 -0.358  0.107
H: -5.522 0.951 -1.426  0.113
H: -4.735 3.169 -0.524  0.108
H: -4.774 2.477 1.093  0.112
H: -2.905 1.867 -1.210  0.117
H: -2.531 2.104 0.494  0.112
H: -3.454 -0.395 -0.928  0.151
C: 0.164 -1.475 0.286  -0.139
C: 1.016 -0.420 0.591  -0.020
C: 2.276 -0.667 1.097  -0.259
C: 2.709 -1.959 1.332  -0.057
C: 1.873 -3.021 1.036  -0.072
C: 0.611 -2.779 0.504  -0.586
Cl: -0.421 -4.105 0.155  0.761
H: 2.187 -4.037 1.214  0.111
H: 3.686 -2.115 1.760  0.121
S: 3.354 0.730 1.443  0.667
O: 2.513 1.870 1.659  -0.278
O: 4.283 0.330 2.455  -0.275
N: 4.233 1.034 0.075  -0.235
C: 3.569 1.624 -1.065  -0.153
H: 2.692 2.152 -0.694  0.116
C: 3.196 0.555 -2.098  -0.176
H: 2.846 1.018 -3.022  0.131
O: 4.322 -0.217 -2.453  -0.122
C: 4.876 -0.870 -1.332  -0.179
H: 5.732 -1.434 -1.706  0.131
C: 5.316 0.143 -0.270  -0.154
H: 5.637 -0.348 0.648  0.117
H: 6.140 0.747 -0.665  0.135
H: 4.137 -1.568 -0.907  0.114
H: 2.406 -0.101 -1.700  0.117
H: 4.257 2.344 -1.522  0.135
H: 0.710 0.604 0.436  0.125

---

no.,Kohn-Sham gap (Eh)
1,0.33875
2,0.34585